13
Properties=species:S:1:pos:R:3 method="wB97M-V/def2-TZVPD" relative_energy_kcal_mol=76.3 lumo_energy_ev=0.8 total_charge=0 smiles="[H]/N=C/N(N)/C=C/F" gap_ev=8.81 e_tot_ev=-10392.3037
H -0.942 -3.225 1.584
N -0.234 -2.413 1.480
C -0.739 -1.704 0.492
N -0.197 -0.410 0.268
N 0.734 0.075 1.254
C -0.360 0.486 -0.823
C 0.556 1.492 -0.919
F 0.280 2.305 -1.897
H -1.857 -1.972 0.047
H 0.116 0.637 2.104
H 1.125 -0.847 1.549
H -1.266 0.326 -1.395
H 1.434 1.925 -0.332

---

13
Properties=species:S:1:pos:R:3 method="wB97M-V/def2-TZVPD" relative_energy_kcal_mol=44.0 lumo_energy_ev="1.2 / -1.3" total_charge=0 gap_ev="6.19 / 8.63" s_squared=2.007 spin_multiplicity=3 e_tot_ev=-10389.3898
C -1.728 -1.612 -1.339
C -0.134 0.897 1.807
C 1.011 0.562 0.986
N -1.425 -0.760 -2.171
N 2.492 0.709 -0.863
N 1.757 0.813 0.113
F -0.887 -2.182 -0.444
H 0.149 0.874 2.860
H -0.538 1.882 1.567
H -0.912 0.148 1.653
H -2.736 -1.996 -1.229
H -0.458 -0.455 -2.203
H 3.410 1.121 -0.738

---

12
Properties=species:S:1:pos:R:3 method="wB97M-V/def2-TZVPD" relative_energy_kcal_mol=14.9 lumo_energy_ev=0.9 total_charge=0 smiles=F[C@@H]1NCCO1 gap_ev=10.81 e_tot_ev=-9463.1477
F -0.131 -0.034 -2.122
C -0.813 0.310 -0.967
N 0.028 1.183 -0.214
C 0.899 0.261 0.509
C 0.066 -1.040 0.624
O -1.057 -0.827 -0.231
H -1.753 0.762 -1.300
H -0.527 1.755 0.412
H 1.195 0.667 1.473
H 1.786 0.092 -0.104
H 0.626 -1.916 0.288
H -0.318 -1.214 1.633